No. 1
The following is a quantum chemistry calculation of a single C21H31N5O3 molecule, from OMol25.

Properties
orbital gap: 9.63 eV
relative energy (zero: lowest compared OMol25 entry of this formula, charge and spin): 0.0805 eV
highest occupied orbital energy: -0.33513 hartree

XYZ file:
```
60
Properties=species:S:1:pos:R:3:forces:R:3
C 4.0166 6.2175 -1.8674 0.051 0.020 0.040
C 2.8663 6.4235 -0.8867 -0.054 -0.039 -0.081
C 2.4773 5.1933 -0.0642 -0.027 0.077 0.088
C 3.5098 4.7765 0.9909 0.032 -0.039 -0.048
C 3.0996 3.3479 1.3240 -0.031 0.003 -0.033
C 2.8440 2.7449 -0.0720 0.047 0.020 0.032
O 4.0794 2.4194 -0.6763 0.020 0.023 0.022
C 2.0248 1.4580 0.0131 -0.026 -0.040 -0.050
O 2.5527 0.3801 -0.2396 -0.028 0.021 0.021
N 0.7405 1.5557 0.4068 0.023 0.018 0.031
C -0.0874 0.3753 0.5765 0.006 -0.007 -0.020
C -0.5376 -0.1814 -0.7725 -0.026 0.013 0.009
N -1.2940 -1.4137 -0.6106 0.005 -0.039 -0.001
C -2.5762 -1.2791 -0.2013 -0.018 0.036 0.004
O -3.0930 -0.1858 -0.0068 0.020 -0.043 -0.008
C -3.4011 -2.5156 0.0312 0.014 0.015 -0.019
C -4.5869 -2.7046 -0.6610 0.001 0.017 -0.005
C -5.4103 -3.8005 -0.3847 -0.031 0.014 -0.018
N -5.1555 -4.7188 0.5432 0.002 -0.019 0.007
C -4.0249 -4.5065 1.1952 0.030 -0.013 0.005
C -3.1085 -3.4625 1.0065 -0.030 0.016 0.038
N -2.0459 -3.5940 1.8827 0.042 -0.031 -0.024
C -2.3236 -4.6751 2.5562 -0.027 0.038 0.027
N -3.4956 -5.2790 2.2036 0.010 -0.017 0.002
C -4.0997 -6.4641 2.7725 -0.012 0.000 -0.010
C -0.6594 -2.6821 -0.9993 -0.012 -0.005 0.017
C 0.6357 -2.9065 -0.2278 -0.009 0.015 -0.003
C -0.4500 -2.7420 -2.5089 0.012 0.004 -0.018
C 2.1976 3.9026 -0.8663 -0.027 -0.018 -0.003
H 4.3068 7.1679 -2.3167 0.001 -0.001 0.000
H 4.8983 5.7998 -1.3793 0.000 0.001 0.001
H 3.7442 5.5444 -2.6801 0.000 -0.002 -0.001
H 3.1233 7.2255 -0.1883 -0.003 0.000 -0.003
H 1.9895 6.7752 -1.4388 0.002 -0.001 0.003
H 1.5619 5.4519 0.4812 -0.002 0.000 -0.001
H 4.5146 4.7701 0.5637 0.008 0.003 0.003
H 3.5112 5.4433 1.8541 -0.002 -0.007 0.001
H 3.8459 2.7664 1.8639 0.007 0.005 0.003
H 2.1730 3.3537 1.9079 0.017 -0.006 0.006
H 4.1197 1.4478 -0.6719 -0.015 -0.012 -0.010
H 0.3488 2.4641 0.5827 0.004 -0.009 -0.005
H 0.4871 -0.3825 1.1096 -0.006 0.000 0.002
H -0.9585 0.6404 1.1718 0.004 0.001 0.003
H -1.1590 0.5573 -1.2809 0.013 -0.001 0.002
H 0.3392 -0.3831 -1.3832 0.001 -0.004 -0.003
H -4.8886 -1.9877 -1.4124 -0.002 -0.002 0.001
H -6.3294 -3.9318 -0.9438 0.008 0.000 0.003
H -1.7032 -5.0872 3.3390 -0.005 -0.004 -0.003
H -3.3889 -6.9320 3.4495 0.006 0.005 0.002
H -5.0055 -6.2069 3.3202 0.000 -0.004 -0.002
H -4.3576 -7.1632 1.9795 -0.002 -0.005 0.004
H -1.3560 -3.4715 -0.7270 0.005 0.007 -0.002
H 1.0771 -3.8603 -0.5210 -0.007 0.002 -0.006
H 1.3685 -2.1227 -0.4325 0.004 0.000 0.002
H 0.4319 -2.9356 0.8419 0.001 0.004 0.007
H -0.0498 -3.7172 -2.7887 0.000 0.000 0.000
H -1.3921 -2.5915 -3.0378 0.001 0.002 -0.001
H 0.2613 -1.9860 -2.8462 -0.004 -0.005 -0.003
H 1.1278 3.7553 -1.0242 0.001 -0.002 0.001
H 2.6643 3.9127 -1.8490 0.004 0.000 -0.004
```
Forces are in eV/Å.

Atomic partial charges in e from the natural (NBO) method, atoms 1 to 2: number 1, C, carries -0.61; number 2, C, carries -0.39


No. 2
The following is a quantum chemistry calculation of C21H32Cl3GeN4PPtS3 as an isolated structure, from OMol25.

Properties
charge: +3
orbital gap (alpha / beta): 5.00 / 4.99 eV
relative energy (zero: lowest compared OMol25 entry of this formula, charge and spin): 0.0000 eV
2S+1: 2
highest occupied orbital energy (alpha / beta): -0.61593 / -0.61578 hartree

XYZ file:
```
66
Properties=species:S:1:pos:R:3:forces:R:3
Pt -1.8409 -1.3047 0.1489 -0.001 -0.049 0.026
Cl 1.3277 -3.3995 0.7570 0.013 -0.002 0.001
Ge 0.2216 -1.6637 1.2570 -0.086 -0.004 0.011
Cl 1.0930 -0.6884 2.9279 0.015 -0.005 -0.007
Cl -1.6264 -2.5867 2.3421 0.021 -0.049 0.021
C -3.6052 -4.4690 0.0731 0.000 -0.001 -0.003
C -2.4712 -4.2079 -0.8508 0.006 0.034 0.004
N -1.7085 -3.1170 -0.9321 0.028 0.002 -0.017
C -0.8227 -3.3075 -1.9858 -0.007 0.006 0.019
C -1.0524 -4.5205 -2.5325 -0.010 -0.010 -0.004
N -2.0850 -5.0653 -1.8049 0.011 -0.002 -0.009
H -3.6734 -3.6959 0.8323 -0.002 0.004 0.000
H -3.4801 -5.4272 0.5774 0.005 0.002 0.003
H -4.5444 -4.5008 -0.4815 0.001 -0.003 0.003
H -0.0948 -2.5656 -2.2645 -0.003 0.001 -0.001
H -0.5894 -5.0358 -3.3551 -0.001 0.002 0.004
H -2.5035 -5.9697 -1.9667 0.000 0.000 -0.001
C -5.1492 1.5434 1.0323 -0.005 0.007 -0.007
C -4.1463 0.7426 0.2072 0.007 0.002 0.003
C -4.5258 -0.7416 0.1329 -0.012 0.004 -0.016
P -2.3760 0.8809 0.7332 0.010 0.024 -0.038
C -2.2854 1.6249 2.3986 0.003 -0.009 0.006
C -0.9549 2.3318 2.6610 -0.004 0.004 0.002
C -2.6378 0.6147 3.4925 -0.001 0.003 0.000
C -1.5579 1.9918 -0.4674 -0.029 0.036 0.004
C -1.4971 1.3376 -1.8499 0.007 0.003 -0.005
C -2.2482 3.3586 -0.5225 0.010 0.000 -0.003
H -6.1438 1.4127 0.6035 -0.002 0.001 0.002
H -4.9300 2.6107 1.0208 0.000 -0.002 0.001
H -5.1903 1.2064 2.0684 -0.003 0.000 -0.003
H -4.1433 1.1363 -0.8136 -0.007 0.001 0.003
H -4.5322 -1.2239 1.1112 0.003 -0.003 0.003
H -3.8845 -1.3202 -0.5812 0.009 -0.001 0.009
H -5.5185 -0.8674 -0.3053 -0.002 0.008 0.007
H -3.0749 2.3822 2.3606 0.007 0.009 -0.003
H -0.1045 1.6613 2.5435 -0.001 0.000 0.001
H -0.9478 2.6881 3.6914 -0.001 0.002 -0.001
H -0.8084 3.1967 2.0159 0.000 -0.002 0.000
H -1.8182 -0.0820 3.6630 0.002 -0.001 -0.004
H -3.5350 0.0364 3.2638 0.005 -0.003 0.001
H -2.8211 1.1488 4.4245 0.000 -0.002 -0.001
H -0.5388 2.1189 -0.0865 0.006 -0.006 0.001
H -2.4908 1.1903 -2.2767 0.006 0.001 0.001
H -0.9859 0.3658 -1.8332 0.000 -0.003 0.004
H -0.9461 1.9776 -2.5397 0.000 0.002 0.002
H -3.2578 3.2779 -0.9284 -0.002 -0.005 -0.001
H -1.6872 4.0200 -1.1830 -0.003 0.003 0.000
H -2.3080 3.8410 0.4528 -0.002 0.001 -0.005
S 6.9960 -1.4406 1.0259 0.054 -0.047 0.015
C 5.6118 -0.7627 0.6716 -0.096 0.099 -0.020
S 4.0226 -1.2103 1.2592 0.036 -0.028 -0.012
C 3.2808 -0.2834 0.0181 -0.006 0.031 -0.033
N 4.1929 0.4909 -0.7076 -0.015 -0.015 0.004
N 5.3908 0.2909 -0.3605 0.011 -0.034 0.042
C 6.4275 0.9907 -0.9782 0.010 -0.006 -0.015
C 6.2629 1.3475 -2.3316 -0.006 -0.006 -0.002
C 7.2694 2.0410 -2.9540 -0.002 0.003 -0.004
C 8.4112 2.4100 -2.2340 0.004 0.007 -0.013
C 8.5501 2.0892 -0.8847 0.000 -0.009 0.021
C 7.5683 1.3706 -0.2421 0.014 0.003 -0.006
S 1.6942 -0.1552 -0.3930 0.009 -0.004 0.009
H 5.3836 1.0240 -2.8708 0.000 0.001 0.001
H 7.1858 2.2915 -4.0021 0.001 0.000 0.000
H 9.1971 2.9631 -2.7319 -0.001 0.000 -0.001
H 9.4195 2.4205 -0.3344 0.000 0.001 0.000
H 7.6372 1.1852 0.8185 -0.002 0.008 0.003
```
Forces are in eV/Å.

Atomic partial charges in e from the natural (NBO) method, atoms 1 to 2: number 1, Pt, carries 0.59; number 2, Cl, carries -0.31


No. 3
The following is a quantum chemistry calculation of C21H32GaN5O4S2 as an isolated structure, from OMol25.

Properties
orbital gap: 6.11 eV
highest occupied orbital energy: -0.23660 hartree

XYZ file:
```
65
Properties=species:S:1:pos:R:3:forces:R:3
Ga -0.7298 0.1976 -0.0515 -0.124 0.401 0.350
C 4.7527 -2.3000 -0.3049 -0.062 0.009 0.054
O 3.7714 -1.2983 -0.5616 -0.233 -0.030 0.011
C 2.4403 -1.6010 -0.4875 -0.026 -0.292 -0.181
O 1.6451 -0.7066 -0.6980 0.381 -0.102 0.096
N 2.0857 -2.8701 -0.2255 0.254 0.086 0.074
N 0.7349 -3.2747 -0.2965 0.177 -0.195 0.238
H 5.7165 -1.8019 -0.3663 -0.035 -0.011 -0.008
H 4.7115 -3.0894 -1.0579 0.010 -0.019 0.012
H 4.6289 -2.7152 0.6969 0.014 -0.035 -0.021
H 2.7613 -3.6159 -0.2368 -0.074 0.093 -0.080
H 0.3792 -3.3036 0.6593 0.012 0.049 -0.182
H 0.1788 -2.5335 -0.7720 -0.123 0.043 0.003
C -3.8277 -2.6202 1.7671 -0.045 -0.004 -0.017
C -2.8358 -2.8673 0.6322 0.107 0.039 0.014
C -2.5581 -4.3626 0.4747 0.037 0.032 -0.033
C -3.2916 -2.2505 -0.6754 -0.227 -0.145 0.237
C -4.5518 -2.5559 -1.1693 -0.055 0.021 -0.053
C -5.0240 -2.0004 -2.3487 0.077 -0.002 0.060
C -4.2126 -1.1028 -3.0231 0.002 0.029 0.053
C -2.9442 -0.7757 -2.5594 -0.152 0.091 -0.263
C -2.1062 0.1982 -3.3590 0.269 0.051 0.002
C -2.8242 1.5228 -3.6124 -0.111 -0.106 0.053
C -1.6416 -0.4247 -4.6766 -0.006 -0.050 0.006
C -2.4391 -1.3821 -1.3882 0.351 0.008 0.058
N -1.1071 -1.2324 -0.9973 0.036 -0.082 -0.441
H -3.4312 -2.9979 2.7108 0.024 -0.016 0.051
H -4.7797 -3.1222 1.5863 -0.039 -0.023 -0.015
H -4.0276 -1.5549 1.8877 0.012 0.019 -0.002
H -1.8998 -2.3670 0.8974 -0.100 -0.088 -0.029
H -3.4726 -4.8936 0.2074 -0.058 -0.049 -0.029
H -2.1833 -4.7945 1.4044 0.018 -0.023 0.082
H -1.8225 -4.5484 -0.3082 0.020 0.016 -0.036
H -5.1788 -3.2493 -0.6218 -0.050 -0.034 0.034
H -6.0035 -2.2570 -2.7297 -0.027 -0.004 -0.007
H -4.5709 -0.6494 -3.9398 -0.028 0.027 -0.045
H -1.2002 0.4010 -2.7748 -0.192 -0.046 -0.041
H -3.6495 1.3917 -4.3151 -0.015 0.027 -0.046
H -2.1446 2.2671 -4.0317 0.048 0.031 -0.079
H -3.2352 1.9345 -2.6929 0.022 0.040 0.044
H -2.4939 -0.6854 -5.3075 -0.037 -0.004 -0.004
H -1.0708 -1.3354 -4.4955 0.025 -0.037 0.025
H -1.0149 0.2695 -5.2419 0.044 0.052 -0.024
S 0.9056 1.7093 0.8331 0.094 -0.076 0.077
C 1.3735 2.0771 -0.7697 0.234 0.059 -0.111
N 2.5608 1.7730 -1.2547 -0.127 0.112 0.052
C 2.6620 1.7656 -2.7114 -0.006 0.049 -0.017
C 1.6038 2.7542 -3.2074 0.080 -0.070 -0.038
S 0.3229 2.8090 -1.9167 -0.020 0.008 0.076
H 3.1006 1.1031 -0.7168 -0.028 0.030 -0.055
H 2.4528 0.7501 -3.0607 -0.015 0.030 0.031
H 3.6654 2.0546 -3.0232 -0.058 -0.011 0.003
H 1.1484 2.4222 -4.1365 0.014 0.018 -0.033
H 2.0043 3.7577 -3.3401 0.008 -0.010 0.023
O -2.6007 3.6781 -0.9051 0.014 0.169 -0.139
C -2.7646 2.9345 0.0264 -0.099 -0.148 0.045
C -3.7004 3.1840 1.2124 0.000 0.031 0.028
C -3.5639 1.9347 2.0884 -0.018 0.055 0.030
C -2.4542 1.2014 1.3988 0.142 -0.268 -0.015
O -1.8279 0.1861 1.7841 -0.034 0.202 0.195
N -2.1124 1.7268 0.2218 -0.293 0.042 -0.057
H -4.7085 3.3694 0.8456 0.013 -0.021 -0.002
H -3.3608 4.0912 1.7132 -0.031 -0.011 0.021
H -4.4517 1.2993 2.0728 0.015 0.024 0.010
H -3.3103 2.1243 3.1312 -0.005 0.016 -0.044
```
Forces are in eV/Å.

Atomic partial charges in e from the natural (NBO) method, atoms 1 to 2: number 1, Ga, carries 1.61; number 2, C, carries -0.27


Number 1: F_max 0.00233 Eh/bohr. Number 2: F_max 0.00271 Eh/bohr. Number 3: F_max 0.01064 Eh/bohr.